one.
Entry from the OMol25 dataset: one molecule with the formula C12H20N4O3 (wB97M-V/def2-TZVPD).

Atoms and positions in Å:
1 C 1.7673 1.7639 -1.9846
2 C -2.0788 -4.5585 -0.4098
3 H -0.0059 -2.0562 -1.6222
4 C 0.8640 2.7372 0.1959
5 C -1.8168 -3.2382 -1.1312
6 O 0.9913 2.3741 -2.9587
7 C 0.1933 2.4671 1.4763
8 N -1.3990 -0.2846 -0.2216
9 H -1.3797 0.5483 0.4635
10 C 0.5985 2.4325 2.8063
11 H -3.1603 -4.7196 -0.1594
12 H -0.1204 1.3909 -1.0316
13 H -1.4541 -2.8322 -3.3563
14 H 0.2997 2.8413 -2.4510
15 O 2.8317 1.3600 -2.1993
16 C 0.9220 1.4622 -0.7118
17 H 1.5524 2.5522 3.2347
18 H -0.4649 1.9047 4.5356
19 H -2.4281 -0.5376 -0.5163
20 N -1.1368 2.0836 1.4787
21 N 1.3262 0.2214 -0.0272
22 H 1.8876 2.9949 0.2373
23 C -0.3949 -2.5589 -0.6947
24 H -0.9476 -4.4094 -2.7804
25 C -1.3960 1.4971 2.6609
26 C -1.6656 -3.6093 -2.6557
27 H 0.2851 3.5605 -0.3266
28 O 1.5111 -1.7224 1.2084
29 H -1.7225 -5.5147 -0.8003
30 H -2.3096 0.9367 2.8237
31 C 0.8387 -0.9258 0.5618
32 N -0.4086 1.7636 3.5066
33 H 0.3127 -3.3167 -0.3206
34 H -1.5471 -4.5630 0.5397
35 H 2.2573 0.3842 0.3456
36 H -2.5589 -3.9951 -3.2002
37 H -0.8653 -1.8754 1.2858
38 C -0.5580 -1.3623 0.3017
39 H -2.6184 -2.5167 -0.9510

## Properties
**2S+1**: 1
**SMILES**: CC(C)C[C@H](N)C(=O)N[C@@H](Cc1c[nH]cn1)C(=O)O
**HOMO**: -8.95 eV

Atom charges from the Löwdin analysis, given in e for atoms 1 to 4:
1. C -0.478
2. C -0.106
3. H 0.121
4. C -0.079

---

two.
Entry from the OMol25 dataset: one molecule with the formula C12H20N4O3 (wB97M-V/def2-TZVPD).

Atoms and positions in Å:
1 H -0.1889 -1.7140 -1.1194
2 C -2.1072 -0.0924 0.8982
3 C -3.5080 1.2380 -0.8203
4 C 1.2517 3.0224 0.5863
5 H -3.1147 -0.3036 1.3072
6 C -1.2027 -1.3300 1.2579
7 H 1.8088 -1.6558 -2.1482
8 H -3.7057 -1.3874 -1.3920
9 H -1.4777 -2.3279 0.7442
10 H -0.8993 -2.3667 3.0184
11 C -2.5785 -1.0062 -1.5732
12 H -2.6221 -0.7454 -2.6352
13 H -2.0526 -1.9827 -1.6541
14 H 4.0155 1.2064 0.6000
15 C 2.0613 1.2554 -0.3097
16 H -0.4509 -1.0116 3.1192
17 C 3.1008 1.7682 0.4614
18 H 3.1245 3.7156 1.3742
19 H 0.5666 3.7109 0.9142
20 N 0.5849 -1.4563 -0.4885
21 O 0.9419 -0.5495 1.6136
22 C 2.0498 0.2882 -1.4057
23 H 3.0073 0.4419 -2.0370
24 H 2.2745 -1.2250 1.3163
25 N -1.3080 -1.4880 2.8292
26 C -2.2676 0.2210 -0.6102
27 O 3.0557 -1.8468 1.0635
28 C 0.1695 -1.0193 0.7944
29 H -3.4176 1.5691 -1.9184
30 H -4.5580 0.9170 -0.6570
31 H -3.4825 2.1300 -0.2715
32 C 1.8886 -1.2232 -1.0976
33 N 0.8950 1.8959 -0.0626
34 C 3.2073 -1.7952 -0.3466
35 H 1.2311 0.7110 -1.9931
36 H -1.4469 0.8619 -0.9035
37 H -1.6618 0.6364 1.5099
38 O 4.2286 -1.9979 -0.9381
39 N 2.5872 2.9353 0.9741

## Properties
**2S+1**: 1
**SMILES**: CC(C)C[C@H](N)C(=O)N[C@@H](Cc1c[nH]cn1)C(=O)O
**HOMO**: -8.50 eV

Atom charges from the Löwdin analysis, given in e for atoms 1 to 4:
1. H 0.115
2. C -0.130
3. C -0.084
4. C -0.124

---

three.
Entry from the OMol25 dataset: one molecule with the formula C12H20N4O3 (wB97M-V/def2-TZVPD).

Atoms and positions in Å:
1 H -5.5809 1.6552 1.1413
2 C 5.6817 -0.1860 0.9555
3 H -4.8265 -1.2255 1.4404
4 O 1.2789 2.9993 -0.9711
5 H 6.2133 -2.2618 1.0578
6 O 3.2755 2.6750 0.0345
7 N 0.3455 0.6352 -0.5609
8 H -1.9074 -2.5288 -0.2746
9 H 6.3659 0.2948 1.5966
10 H 2.9002 0.4398 -1.9737
11 C 3.9215 -0.4917 -0.2806
12 O 0.2605 -1.5310 0.1643
13 H -0.1254 1.3938 -1.0029
14 H -4.7182 -1.6744 -0.2790
15 H 3.7924 1.9186 0.4810
16 H -1.8691 -0.0598 -1.6827
17 C -4.0238 0.3871 0.1617
18 N -2.2488 -1.8965 -0.9974
19 H -5.9740 -0.5070 0.3631
20 C -1.7482 -0.5655 -0.7414
21 N 5.6525 -1.5037 0.6278
22 H 1.8549 0.3970 0.8657
23 H -2.3451 -0.3223 1.3469
24 H -4.1255 0.5405 -0.9214
25 C 2.0746 2.2905 -0.3490
26 H 4.2796 -2.6813 -0.6086
27 C -4.4449 1.5902 1.0113
28 C 4.5139 -1.7029 -0.1548
29 H -1.8091 -2.2892 -1.8550
30 C -4.9267 -0.8543 0.4394
31 C 1.7411 0.8136 -0.1619
32 H -2.0639 1.1579 0.4690
33 C -2.5229 0.1658 0.4003
34 H 2.1220 -0.9974 -1.3338
35 C -0.2493 -0.5638 -0.3532
36 H -4.1518 2.5868 0.4992
37 C 2.6880 -0.0987 -1.0497
38 N 4.6395 0.4601 0.4542
39 H -3.9397 1.5406 2.0414

## Properties
**2S+1**: 1
**SMILES**: CC(C)C[C@H](N)C(=O)N[C@@H](Cc1c[nH]cn1)C(=O)O
**HOMO**: -9.11 eV

Atom charges from the Löwdin analysis, given in e for atoms 1 to 4:
1. H 0.084
2. C -0.149
3. H 0.061
4. O 0.074

---

Most stable: three. Least stable: two.

---

one.
Entry from the OMol25 dataset: one molecule with the formula C5H8S3 (wB97M-V/def2-TZVPD).

Atoms and positions in Å:
1 C 1.1647 0.4061 -1.9917
2 S 2.1527 1.8402 -2.0474
3 H 0.1365 -0.1279 2.4611
4 C -0.2741 0.3929 -1.3612
5 C 0.9427 -0.2867 -0.7498
6 H -1.7083 0.0894 2.7023
7 C -0.8686 -0.5761 2.3721
8 H 1.2793 0.2990 0.1540
9 H -1.9769 -1.2990 0.4392
10 H 1.3992 -0.0980 -2.9001
11 S -1.1878 1.0288 0.1332
12 S 0.4173 -1.7620 0.0742
13 H -0.9206 -0.3321 -1.8673
14 H 1.3439 2.6152 -1.1102
15 H -0.8102 -1.4962 2.8688
16 C -1.0896 -0.6935 0.8228

## Properties
**2S+1**: 1
**SMILES**: C[C@H]1S[C@H]2[C@@H](S)[C@@H]2S1
**HOMO**: -8.55 eV

Atom charges from the Löwdin analysis, given in e for atoms 1 to 4:
1. C -0.678
2. S 0.746
3. H 0.070
4. C -0.526

---

two.
Entry from the OMol25 dataset: one molecule with the formula C5H8S3 (wB97M-V/def2-TZVPD).

Atoms and positions in Å:
1 C 0.8888 -0.9407 0.2652
2 H 0.3346 -2.4254 -1.0773
3 S -1.2618 1.5166 -0.3642
4 C 1.1245 0.5335 0.5323
5 H 1.2828 0.8460 1.5524
6 S -1.6802 -1.5772 -0.1452
7 C 0.0350 -1.4270 -0.8388
8 C 0.5850 1.6400 -0.4061
9 H 0.8007 -1.6098 1.0966
10 H -3.0158 0.1732 0.5812
11 S 2.6063 -0.3939 -0.1192
12 C -1.9393 0.0977 0.5414
13 H 0.9395 1.5227 -1.4079
14 H 0.8811 2.6143 -0.0781
15 H -1.6183 0.1815 1.5639
16 H 0.0369 -0.7516 -1.6963

## Properties
**2S+1**: 1
**SMILES**: C1SC[C@@H]2S[C@@H]2CS1
**HOMO**: -8.85 eV

Atom charges from the Löwdin analysis, given in e for atoms 1 to 4:
1. C -0.654
2. H 0.070
3. S 0.810
4. C -0.556

---

Most stable: two. Least stable: one.

---

one.
Entry from the OMol25 dataset: an isolated ion of composition C4H4NO and charge +1 (wB97M-V/def2-TZVPD).

Atoms and positions in Å:
1 H 1.5237 1.4447 -1.2190
2 H -0.1037 2.2967 0.8257
3 H -1.4485 0.2489 1.6364
4 N -0.4826 -2.2247 0.0097
5 C 0.8877 0.8593 -0.7064
6 C -0.0259 1.2699 0.3463
7 C -0.2893 -1.0341 0.0884
8 C -0.7096 0.1996 0.7413
9 H -0.2825 -2.6892 -0.7793
10 O 0.9305 -0.3709 -0.9431

## Properties
**2S+1**: 1
**HOMO**: -16.61 eV
**Charge**: +1

Atom charges from the Löwdin analysis, given in e for atoms 1 to 4:
1. H 0.127
2. H 0.172
3. H 0.194
4. N 0.338

---

two.
Entry from the OMol25 dataset: an isolated ion of composition C4H4NO and charge +1 (wB97M-V/def2-TZVPD).

Atoms and positions in Å:
1 H -1.1891 -1.1899 -0.9736
2 N 1.3234 1.8531 -1.2869
3 C 1.2002 -0.1757 0.8688
4 H -1.9787 0.4136 -0.4879
5 C -0.0413 0.1452 -0.1264
6 C -1.3416 -0.4255 -0.1990
7 H 0.9537 -0.8967 1.7925
8 C 0.5481 1.1347 -0.8968
9 H -1.7359 -1.0958 0.6849
10 O 2.2613 0.2370 0.6244

## Properties
**2S+1**: 1
**HOMO**: -16.53 eV
**Charge**: +1

Atom charges from the Löwdin analysis, given in e for atoms 1 to 4:
1. H 0.165
2. N 0.369
3. C -0.144
4. H 0.135

---

three.
Entry from the OMol25 dataset: C4H4NO as an isolated structure (wB97M-V/def2-TZVPD).

Atoms and positions in Å:
1 H -1.2769 -1.9157 1.2425
2 H 1.5890 -0.5877 -0.7781
3 C -1.3480 -0.2345 -0.2257
4 H 2.0972 0.5516 0.4773
5 O 0.6997 -0.5890 1.1015
6 H -1.4445 1.7808 -1.2295
7 C -0.8800 0.9870 -0.7676
8 C 1.1957 0.0515 0.0395
9 N 0.3548 1.0289 -0.5124
10 C -0.9872 -1.0729 0.6526

## Properties
**2S+1**: 1
**HOMO (spin up / spin down)**: -15.99 / -15.99 eV
**Charge**: +1

Atom charges from the Löwdin analysis, given in e for atoms 1 to 4:
1. H 0.134
2. H 0.179
3. C 0.174
4. H 0.201

---

Most stable: one. Least stable: three.

---

one.
Entry from the OMol25 dataset: one molecule with the formula C3H4FNO2 (wB97M-V/def2-TZVPD).

Atoms and positions in Å:
1 F -0.7297 1.8730 -0.0647
2 H 3.2411 -0.5963 0.4580
3 N 2.1415 -0.4896 0.0963
4 H -2.2722 -1.3747 0.0965
5 O -2.0110 -0.4815 0.2824
6 C 1.4045 0.5926 0.0543
7 O -0.1966 -1.5951 -0.3079
8 C 0.0622 0.7525 -0.1243
9 H 1.6899 -1.4044 0.3811
10 C -0.7042 -0.5122 -0.0416
11 H 2.0033 1.5614 -0.1530

## Properties
**2S+1**: 1
**SMILES**: N/C=C(/F)C(=O)O
**HOMO**: -8.68 eV

Atom charges from the Löwdin analysis, given in e for atoms 1 to 4:
1. F 0.040
2. H 0.201
3. N 0.036
4. H 0.107

---

two.
Entry from the OMol25 dataset: one molecule with the formula C3H4FNO2 (wB97M-V/def2-TZVPD).

Atoms and positions in Å:
1 H 1.2681 2.1508 -0.8579
2 O 0.6012 -1.2506 -0.3824
3 H -0.5763 1.0457 0.8208
4 C 1.6444 -0.6533 0.3716
5 C -1.2707 0.1425 0.3689
6 F -2.4931 0.2871 0.1707
7 N 1.7166 0.6668 0.3452
8 H 2.3605 -1.0764 1.1866
9 H -1.3044 -1.4265 -0.9916
10 C -0.6725 -0.8347 -0.2437
11 O 0.7070 1.2666 -0.5040

## Properties
**2S+1**: 1
**SMILES**: O/N=C\O/C=C/F
**HOMO**: -8.64 eV

Atom charges from the Löwdin analysis, given in e for atoms 1 to 4:
1. H 0.206
2. O -0.048
3. H 0.169
4. C -0.119

---

Most stable: one. Least stable: two.

---

one.
Entry from the OMol25 dataset: a 2-piece molecular cluster, C3H9N2O2 overall (wB97M-V/def2-TZVPD).

Atoms and positions in Å:
1 H 1.6593 0.8161 0.9626
2 H 0.3951 -2.5053 -0.2607
3 C -0.3883 -1.7570 -0.0079
4 H 0.5567 1.2570 -1.5804
5 H -0.5714 0.5630 0.5208
6 O 2.9663 1.8142 -0.1677
7 C 0.5686 1.8489 -0.6450
8 H -0.5521 -1.1840 -0.9538
9 N -0.5586 1.6128 0.2430
10 H -2.2248 -1.9807 0.8146
11 H 0.6863 2.9025 -0.9171
12 H -1.3100 -3.3223 0.8499
13 C 1.8398 1.4279 0.0700
14 O -0.0541 -0.8813 0.9854
15 N -1.5913 -2.5458 0.2637
16 H -1.4217 1.9339 -0.1772

## Properties
**2S+1**: 1
**HOMO**: -3.40 eV
**Charge**: -1

Atom charges from the Löwdin analysis, given in e for atoms 1 to 4:
1. H 0.101
2. H 0.078
3. C -0.574
4. H 0.104

---

two.
Entry from the OMol25 dataset: a 2-piece molecular cluster, C3H9N2O2 overall (wB97M-V/def2-TZVPD).

Atoms and positions in Å:
1 H -2.8446 -0.8800 1.9073
2 H 2.6119 1.0748 -1.4193
3 H -0.3102 1.2386 -0.2240
4 C 2.1467 0.1121 -1.6722
5 N -2.0292 -0.3797 1.5951
6 H -0.1858 0.9051 -1.9410
7 H 0.9807 -1.1914 -0.6853
8 H 1.7109 0.2449 -2.6756
9 H -1.5471 -0.4580 3.5767
10 O -0.2686 0.7489 2.5720
11 H 2.9350 -0.6415 -1.6604
12 C -1.2239 -0.0036 2.6105
13 O -1.1993 -0.5271 -0.8000
14 H -1.6722 -0.4542 0.4369
15 N 1.1201 -0.1880 -0.6782
16 C -0.2244 0.3991 -0.9426

## Properties
**2S+1**: 1
**HOMO**: -3.83 eV
**Charge**: -1

Atom charges from the Löwdin analysis, given in e for atoms 1 to 4:
1. H 0.039
2. H 0.058
3. H 0.090
4. C -0.190

---

Most stable: two. Least stable: one.